--- a ---
DFT (ωB97M-V/def2-TZVPD) results for a cluster of 7 separate species, C36H45N7O13 in total.

Computed properties:
Molar mass = 783.79 g mol⁻¹
Spin multiplicity = 1
Gap between HOMO and LUMO = 4.2 eV
LUMO energy = -4.445 eV
Charge = 0
HOMO energy = -8.67 eV

Last column: Mulliken charge in e.
Element x y z (Å)
C 42.00 43.30 45.42  -1.674
C 41.70 42.14 44.44  1.391
C 40.90 42.88 43.21  -1.334
C 40.92 41.95 41.96  -0.190
C 42.38 41.73 41.50  -0.859
C 43.20 41.02 42.60  1.087
N 43.01 41.70 43.91  0.847
O 43.93 41.44 44.82  -0.302
C 44.69 41.22 42.27  -1.610
C 42.90 39.46 42.89  -1.656
C 40.85 40.95 45.13  -0.610
H 42.81 43.09 46.27  0.325
H 41.26 43.26 45.98  0.652
H 41.97 44.34 44.96  0.313
H 41.53 43.93 42.87  0.382
H 39.87 43.03 43.57  0.424
H 40.39 42.63 41.19  0.342
H 40.33 40.87 41.89  0.030
H 42.63 42.80 41.17  0.321
H 42.23 41.00 40.49  0.336
H 45.07 42.42 42.15  0.268
H 44.88 40.68 41.32  0.443
H 45.33 40.57 42.69  0.535
H 43.65 39.08 43.62  0.459
H 43.05 38.94 42.08  0.926
H 41.84 39.14 43.18  -0.168
H 41.39 40.45 45.88  0.786
H 40.38 40.30 44.29  -0.329
H 39.77 41.19 45.71  -0.327
N 36.88 41.47 44.36  0.689
O 36.58 40.46 45.02  -0.207
O 37.04 41.26 43.05  -0.676
O 37.31 42.56 44.90  -0.687
C 33.20 41.01 48.56  -0.357
C 33.97 41.53 47.30  0.197
C 33.95 42.93 46.91  -0.449
C 32.95 43.86 47.62  -0.170
C 32.12 43.23 48.82  -0.495
C 32.40 41.85 49.30  -0.386
N 32.62 45.22 47.01  0.842
O 33.18 45.47 45.89  -0.507
O 31.76 46.00 47.54  -0.540
H 33.08 40.00 49.01  0.248
H 34.50 40.91 46.87  0.143
H 34.53 43.41 46.16  0.758
H 31.33 43.80 49.23  0.439
H 31.91 41.29 50.08  0.324
C 33.60 44.32 42.14  -0.394
C 33.45 45.74 41.74  -0.810
C 34.61 46.45 41.01  -0.551
C 35.93 45.69 40.56  0.093
C 36.00 44.24 41.08  -0.120
C 34.77 43.60 41.78  -0.407
N 37.08 46.29 40.01  0.823
O 38.14 45.54 39.87  -0.559
O 36.93 47.34 39.44  -0.537
H 32.86 43.77 42.60  0.525
H 32.66 46.21 41.92  0.644
H 34.59 47.46 40.84  0.501
H 36.99 43.72 41.13  0.388
H 34.94 42.63 42.24  0.394
C 33.71 36.94 45.61  -0.584
C 34.55 38.12 45.10  0.079
C 34.86 38.27 43.65  -0.372
C 34.53 37.06 42.74  -0.092
C 33.54 35.98 43.31  -0.424
C 33.18 36.03 44.76  -0.215
N 34.92 37.06 41.32  0.941
O 35.47 38.02 40.83  -0.524
O 34.45 36.10 40.64  -0.607
H 33.64 37.01 46.74  0.308
H 34.89 38.95 45.70  0.074
H 35.32 39.19 43.45  0.662
H 33.43 35.02 42.70  0.344
H 32.48 35.22 45.11  0.314
C 39.09 38.14 48.11  -0.779
C 38.21 39.28 47.80  -0.117
C 38.57 40.74 47.95  -0.945
C 39.91 41.06 48.50  0.767
C 40.63 39.91 49.17  -0.690
C 40.27 38.45 48.83  -0.713
N 40.33 42.43 48.81  0.937
O 39.46 43.20 49.34  -0.534
O 41.56 42.71 48.77  -0.540
H 38.81 37.12 48.01  0.582
H 37.20 39.09 47.33  0.181
H 37.92 41.54 47.82  0.783
H 41.61 39.94 49.71  0.306
H 40.80 37.78 49.23  0.784
C 40.82 36.79 42.06  0.180
O 42.06 36.48 42.11  -0.671
N 40.13 37.05 43.12  0.222
C 38.70 37.43 43.10  -1.119
C 40.62 36.95 44.56  -1.135
H 40.23 36.74 41.14  0.389
H 38.24 36.99 44.03  0.245
H 38.15 37.00 42.31  0.647
H 38.47 38.66 43.38  0.154
H 40.19 37.74 45.14  0.367
H 41.78 37.07 44.57  0.196
H 40.25 36.10 44.89  0.632

--- b ---
DFT (ωB97M-V/def2-TZVPD) results for a cluster of 7 separate species, C36H45N7O13 in total.

Computed properties:
Molar mass = 783.79 g mol⁻¹
Spin multiplicity = 1
Gap between HOMO and LUMO = 4.3 eV
LUMO energy = -4.042 eV
Charge = 0
HOMO energy = -8.34 eV

Last column: Mulliken charge in e.
Element x y z (Å)
C -0.65 -2.50 -4.25  -2.344
C -0.17 -3.35 -3.02  1.796
C 0.14 -2.57 -1.85  -0.125
C 0.23 -3.33 -0.58  -2.944
C -1.07 -3.99 -0.26  0.046
C -1.61 -4.98 -1.42  1.505
N -1.26 -4.31 -2.74  1.066
O -1.85 -4.81 -3.77  -0.380
C -3.06 -5.36 -1.18  -2.376
C -0.81 -6.32 -1.36  -1.713
C 1.05 -4.08 -3.61  -1.498
H -0.01 -1.88 -4.40  0.959
H -1.48 -1.86 -3.96  0.384
H -1.17 -3.03 -5.09  0.424
H -0.55 -1.72 -1.69  -0.764
H 1.03 -2.10 -1.94  0.532
H 0.49 -3.01 0.20  1.666
H 0.93 -4.05 -0.58  0.786
H -1.88 -3.10 -0.10  -0.495
H -1.09 -4.46 0.83  0.527
H -3.20 -5.92 -0.19  0.368
H -3.51 -5.88 -1.86  0.626
H -3.55 -4.55 -1.35  0.609
H -0.96 -7.09 -2.16  0.364
H -1.12 -7.03 -0.48  0.364
H 0.16 -6.14 -1.40  0.462
H 1.95 -3.73 -3.43  0.531
H 1.00 -4.54 -4.61  0.367
H 1.13 -5.11 -2.96  0.182
N 0.22 0.60 1.09  0.821
O -0.14 0.33 -0.03  -0.377
O -0.23 1.53 1.71  -0.602
O 0.91 -0.31 1.67  -0.612
C 4.78 2.28 0.56  -0.829
C 3.49 1.22 0.50  -0.305
C 3.63 0.13 -0.54  0.648
C 4.89 -0.01 -1.38  -0.182
C 6.20 0.92 -1.09  -0.605
C 5.99 2.07 -0.09  -0.765
N 5.03 -1.07 -2.33  0.881
O 4.03 -1.76 -2.65  -0.592
O 6.07 -1.10 -2.97  -0.597
H 4.62 3.07 1.21  0.679
H 2.51 1.31 1.05  0.370
H 2.83 -0.79 -0.41  -0.010
H 7.04 0.80 -1.67  0.575
H 6.85 2.59 0.01  0.565
C -5.07 1.18 3.07  -0.418
C -3.70 0.86 2.39  -0.409
C -3.61 -0.33 1.55  0.183
C -4.88 -1.22 1.26  0.014
C -6.08 -0.86 2.02  -0.560
C -6.19 0.41 2.90  -0.569
N -4.91 -2.29 0.25  0.891
O -4.03 -2.21 -0.60  -0.409
O -5.96 -2.98 0.09  -0.580
H -5.06 1.99 3.84  0.306
H -2.94 1.43 2.93  0.360
H -2.63 -0.56 1.16  0.374
H -6.91 -1.43 1.59  0.415
H -7.16 0.60 3.29  0.411
C -3.39 3.25 -1.79  -0.571
C -4.67 3.19 -2.66  -0.420
C -5.00 1.98 -3.51  -0.746
C -4.07 0.73 -3.40  0.085
C -2.92 0.77 -2.35  0.712
C -2.60 2.11 -1.59  -0.810
N -4.18 -0.31 -4.30  1.058
O -4.89 -0.20 -5.34  -0.640
O -3.78 -1.36 -4.00  -0.567
H -3.11 4.09 -1.28  0.596
H -5.33 4.17 -2.58  0.243
H -5.80 1.96 -4.13  0.608
H -2.23 -0.06 -2.13  -0.143
H -1.71 2.22 -1.11  0.588
C 3.18 2.98 3.96  -0.134
C 2.94 1.43 3.67  -0.754
C 4.11 0.59 3.42  -0.412
C 5.60 1.13 3.61  0.131
C 5.75 2.65 4.02  -0.418
C 4.52 3.47 4.04  -0.236
N 6.72 0.36 3.59  0.907
O 6.64 -0.93 3.13  -0.612
O 7.71 0.70 4.07  -0.573
H 2.38 3.80 4.26  0.373
H 1.95 1.15 3.57  0.808
H 3.93 -0.45 3.02  0.402
H 6.86 3.10 4.10  0.269
H 4.48 4.57 4.43  0.257
C 1.97 6.47 2.74  0.065
O 3.07 5.99 2.37  -0.556
N 0.83 5.81 2.17  0.142
C -0.53 6.06 2.52  -0.992
C 0.97 4.50 1.38  -1.014
H 1.55 7.24 3.30  0.401
H -1.04 5.30 2.92  0.414
H -1.17 6.50 1.79  0.313
H -0.55 6.96 3.32  0.248
H 0.16 4.12 0.94  0.547
H 1.34 3.76 2.22  0.164
H 1.62 4.58 0.45  0.269

What should be chosen as the most stable of them? Choose a.

--- a ---
DFT (ωB97M-V/def2-TZVPD) results for a cluster of 3 separate species, C4H14O3 in total.

Computed properties:
Molar mass = 110.15 g mol⁻¹
Spin multiplicity = 1
Structure (SMILES) = CC[C@H](C)O.O.O
Gap between HOMO and LUMO = 11.0 eV
LUMO energy = 0.721 eV
Charge = 0
HOMO energy = -10.28 eV

Last column: natural (NBO) charge in e.
Element x y z (Å)
C 1.76 1.55 -0.76  -0.605
C 0.86 0.30 -0.93  -0.429
C 1.22 -0.74 0.12  0.099
C 0.42 -2.03 -0.12  -0.644
O 0.83 -0.23 1.43  -0.763
H 2.81 1.29 -0.72  0.200
H 1.52 2.16 0.12  0.202
H 1.57 2.22 -1.60  0.206
H -0.17 0.61 -0.78  0.229
H 0.93 -0.07 -1.94  0.215
H 2.29 -0.91 0.22  0.160
H 0.21 -2.53 0.83  0.211
H -0.55 -1.85 -0.57  0.239
H 0.97 -2.75 -0.72  0.206
H 1.36 -0.68 2.09  0.473
O -1.64 1.34 1.04  -0.961
H -0.69 1.35 1.25  0.497
H -1.88 2.15 1.51  0.470
O -2.76 -0.51 -0.94  -0.965
H -3.32 -0.10 -1.59  0.464
H -2.60 0.13 -0.24  0.497

--- b ---
DFT (ωB97M-V/def2-TZVPD) results for a cluster of 4 separate species, C4H14O3 in total.

Computed properties:
Molar mass = 110.15 g mol⁻¹
Spin multiplicity = 1
Structure (SMILES) = C=CCC.O.O.O
Gap between HOMO and LUMO = 10.4 eV
LUMO energy = 0.699 eV
Charge = 0
HOMO energy = -9.72 eV

Last column: natural (NBO) charge in e.
Element x y z (Å)
C 0.18 1.62 1.76  -0.440
C 0.52 0.78 0.75  -0.168
C 1.00 -0.62 0.90  -0.451
C 2.38 -0.82 0.24  -0.602
H -0.14 2.64 1.48  0.202
H 0.24 1.42 2.81  0.197
H 0.48 1.11 -0.27  0.221
H 0.39 -1.28 0.35  0.222
H 1.02 -0.93 1.94  0.195
H 2.26 -0.66 -0.83  0.229
H 2.78 -1.82 0.40  0.203
H 3.11 -0.23 0.75  0.202
O -2.45 -0.37 0.71  -0.986
H -1.70 0.31 0.88  0.498
H -2.60 -0.67 1.62  0.484
O 0.44 -0.28 -2.41  -0.969
H -0.52 -0.14 -2.57  0.501
H 0.57 -1.17 -2.75  0.461
O -2.30 0.52 -2.09  -0.985
H -3.14 0.34 -2.56  0.476
H -2.53 0.25 -1.12  0.511

What should be chosen as the most stable of them? Choose a.

--- a ---
DFT (ωB97M-V/def2-TZVPD) results for a cluster of 3 separate species, C4H14O3 in total.

Computed properties:
Molar mass = 110.15 g mol⁻¹
Spin multiplicity = 1
Structure (SMILES) = CCCCO.O.O
Gap between HOMO and LUMO = 10.6 eV
LUMO energy = 0.369 eV
Charge = 0
HOMO energy = -10.18 eV

Last column: natural (NBO) charge in e.
Element x y z (Å)
C -0.20 -0.55 -2.66  -0.603
C 0.00 -0.19 -1.21  -0.394
C -0.55 1.18 -0.83  -0.424
C 0.10 1.77 0.45  -0.061
O 0.98 2.83 0.07  -0.731
H -1.24 -0.85 -2.84  0.200
H 0.40 -1.41 -2.94  0.211
H 0.03 0.26 -3.35  0.206
H -0.49 -0.96 -0.61  0.179
H 1.06 -0.23 -0.95  0.200
H -0.28 1.89 -1.64  0.219
H -1.63 1.20 -0.71  0.199
H 0.63 0.98 0.97  0.172
H -0.69 2.22 1.05  0.158
H 1.58 2.98 0.81  0.467
O -0.37 -0.49 2.92  -0.944
H -1.00 -0.88 2.31  0.469
H -0.88 -0.30 3.72  0.476
O 1.08 -3.44 1.64  -0.934
H 0.72 -2.64 1.24  0.465
H 0.77 -3.37 2.56  0.470

--- b ---
DFT (ωB97M-V/def2-TZVPD) results for a cluster of 4 separate species, C4H14O3 in total.

Computed properties:
Molar mass = 110.15 g mol⁻¹
Spin multiplicity = 1
Structure (SMILES) = C/C=C/C.O.O.O
Gap between HOMO and LUMO = 9.7 eV
LUMO energy = 0.333 eV
Charge = 0
HOMO energy = -9.36 eV

Last column: natural (NBO) charge in e.
Element x y z (Å)
C -1.37 -1.86 0.34  -0.638
C -0.26 -1.75 -0.60  -0.175
C 0.89 -1.11 -0.39  -0.198
C 2.12 -1.35 -1.25  -0.650
H -2.32 -1.78 -0.19  0.221
H -1.30 -2.84 0.84  0.218
H -1.45 -1.12 1.14  0.192
H -0.42 -2.41 -1.44  0.192
H 1.09 -0.66 0.58  0.180
H 3.06 -1.34 -0.68  0.222
H 1.90 -2.13 -1.98  0.221
H 2.33 -0.43 -1.83  0.208
O 1.74 3.04 0.97  -0.945
H 1.26 2.22 1.12  0.470
H 2.59 2.72 0.63  0.479
O -2.97 0.57 0.94  -0.933
H -3.31 -0.26 1.28  0.467
H -2.03 0.65 1.08  0.472
O -0.94 3.33 -0.15  -0.937
H -0.21 3.47 0.48  0.473
H -0.40 3.03 -0.89  0.461

--- c ---
DFT (ωB97M-V/def2-TZVPD) results for a cluster of 4 separate species, C4H14O3 in total.

Computed properties:
Molar mass = 110.15 g mol⁻¹
Spin multiplicity = 1
Structure (SMILES) = C=C(C)C.O.O.O
Gap between HOMO and LUMO = 9.7 eV
LUMO energy = 0.424 eV
Charge = 0
HOMO energy = -9.24 eV

Last column: natural (NBO) charge in e.
Element x y z (Å)
C 2.62 -0.19 -1.80  -0.423
C 1.88 0.32 -0.83  0.036
C 1.95 -0.16 0.61  -0.647
C 0.86 1.40 -1.13  -0.651
H 2.47 0.19 -2.80  0.188
H 3.37 -0.95 -1.70  0.194
H 1.23 -0.97 0.74  0.209
H 1.75 0.67 1.29  0.212
H 2.95 -0.51 0.88  0.219
H -0.06 0.94 -1.44  0.233
H 1.23 2.09 -1.88  0.215
H 0.65 2.00 -0.24  0.212
O -1.67 0.32 2.51  -0.950
H -2.27 -0.40 2.23  0.482
H -0.82 -0.14 2.47  0.459
O -2.64 -2.34 1.53  -0.950
H -2.41 -2.07 0.62  0.482
H -1.89 -2.86 1.83  0.476
O -2.74 0.68 -0.97  -0.943
H -3.07 1.29 -1.65  0.471
H -3.41 0.72 -0.28  0.473

What should be chosen as the most stable of them? Choose a.

--- a ---
DFT (ωB97M-V/def2-TZVPD) results for an isolated molecule of C4H6N4S.

Computed properties:
Molar mass = 142.19 g mol⁻¹
Spin multiplicity = 1
Structure (SMILES) = Nc1[nH]cnc(=S)c1N
Gap between HOMO and LUMO = 7.7 eV
LUMO energy = 0.120 eV
Charge = 0
HOMO energy = -7.54 eV

Last column: natural (NBO) charge in e.
Element x y z (Å)
N 1.03 0.22 -1.77  -0.810
C 0.61 0.08 -0.47  0.321
N 1.58 -0.14 0.45  -0.565
C 1.20 -0.36 1.77  0.278
N -0.04 -0.51 2.16  -0.467
C -1.08 -0.35 1.24  0.044
S -2.69 -0.43 1.72  -0.183
C -0.74 0.09 -0.15  0.020
N -1.80 0.32 -1.05  -0.844
H 0.18 0.23 -2.34  0.393
H 1.72 -0.45 -2.05  0.390
H 2.43 0.39 0.32  0.416
H 1.99 -0.42 2.54  0.200
H -2.73 0.25 -0.63  0.430
H -1.67 1.07 -1.72  0.378

--- b ---
DFT (ωB97M-V/def2-TZVPD) results for an isolated molecule of C4H6N4S.

Computed properties:
Molar mass = 142.19 g mol⁻¹
Spin multiplicity = 1
Gap between HOMO and LUMO = 7.0 eV
LUMO energy = -0.210 eV
Charge = 0
HOMO energy = -7.24 eV

Last column: natural (NBO) charge in e.
Element x y z (Å)
C -1.23 -1.38 1.17  0.607
C -1.27 -0.76 -1.70  0.220
C 1.34 1.45 -0.78  -0.456
C 0.50 0.74 -1.53  -0.006
N -1.97 -1.83 0.34  -0.116
N -2.10 -1.65 -0.93  -0.392
N -0.42 -0.11 -0.98  -0.627
N -0.65 -1.11 2.29  -0.746
S -1.66 -0.83 -3.32  -0.346
H 2.06 2.11 -1.23  0.198
H 1.31 1.41 0.30  0.176
H 0.54 0.79 -2.62  0.202
H -2.80 -2.19 -1.43  0.431
H -0.90 -0.27 2.79  0.426
H 0.27 -1.50 2.48  0.427

What should be chosen as the most stable of them? Choose a.

--- a ---
DFT (ωB97M-V/def2-TZVPD) results for a structure of composition C3H10N2O3.

Computed properties:
Molar mass = 122.12 g mol⁻¹
Spin multiplicity = 1
Gap between HOMO and LUMO = 8.6 eV
LUMO energy = -0.544 eV
Charge = 0
HOMO energy = -9.17 eV

Last column: natural (NBO) charge in e.
Element x y z (Å)
C -1.47 1.47 0.70  -0.509
N -1.84 0.30 0.11  0.011
N -2.42 -0.62 0.79  -0.472
O 0.25 -1.07 0.34  -0.876
H 0.71 -0.97 1.18  0.451
H -2.58 -0.50 1.79  0.359
H -2.26 -1.56 0.45  0.416
H -1.72 2.32 0.08  0.247
H -1.83 1.64 1.72  0.175
H -0.10 1.41 0.38  0.430
C 2.49 -0.76 -0.77  -0.655
C 1.13 -0.09 -0.65  0.778
O 0.45 -0.22 -1.85  -0.724
O 1.12 1.10 -0.10  -0.768
H -0.38 0.28 -1.76  0.478
H 3.06 -0.25 -1.54  0.222
H 3.01 -0.68 0.18  0.212
H 2.37 -1.80 -1.05  0.225

--- b ---
DFT (ωB97M-V/def2-TZVPD) results for a cluster of 4 separate species, C3H10N2O3 in total.

Computed properties:
Molar mass = 122.12 g mol⁻¹
Spin multiplicity = 1
Structure (SMILES) = c1c[nH]cn1.O.O.O
Gap between HOMO and LUMO = 9.4 eV
LUMO energy = 0.322 eV
Charge = 0
HOMO energy = -9.10 eV

Last column: natural (NBO) charge in e.
Element x y z (Å)
C -1.65 1.81 -0.40  -0.105
C -1.93 0.60 0.19  -0.148
N -1.72 -0.32 -0.78  -0.523
C -1.37 0.36 -1.91  0.161
N -1.31 1.65 -1.71  -0.453
H -1.68 2.78 0.09  0.207
H -2.30 0.53 1.20  0.227
H -1.63 -1.32 -0.67  0.439
H -1.01 -0.21 -2.75  0.195
O -0.29 -2.12 1.13  -0.964
H 0.26 -2.78 1.56  0.488
H -0.06 -1.25 1.45  0.478
O 3.24 -1.58 0.44  -0.965
H 2.57 -1.82 -0.20  0.470
H 3.31 -0.61 0.48  0.493
O 2.10 1.34 0.35  -0.951
H 1.21 1.00 0.46  0.475
H 2.27 1.94 1.08  0.477

What should be chosen as the most stable of them? Choose b.